[1]
The following is a DFT calculation (wB97M-V/def2-TZVPD) of a cluster of 12 separate species, C57H133N9O17 in total in a non-equilibrium geometry.

Element x y z (Å)
H (19.8291, -15.4529, -16.1928)
H (20.4509, -12.2975, -18.1630)
H (17.2953, -0.4265, -13.5975)
C (17.5080, -7.4996, -16.4335)
C (17.8760, -2.4886, -22.1808)
C (17.4731, -4.6814, -12.0773)
C (15.2523, -8.0195, -11.7641)
O (21.0308, -1.4141, -20.5124)
H (12.3512, -8.3392, -8.4676)
C (18.6558, -7.4907, -14.0521)
O (18.5819, -10.5244, -9.9406)
H (15.6756, -0.7890, -14.1106)
H (15.6586, 0.7047, -10.8307)
C (21.5428, -13.2557, -20.3822)
H (16.9767, -8.3475, -16.0014)
C (20.7531, -14.9286, -15.9489)
O (18.2455, -1.9306, -12.0837)
H (27.1207, -7.3071, -21.4007)
C (16.2537, -0.3859, -13.2791)
H (20.8419, -0.4252, -16.4680)
C (25.3648, -2.2485, -15.7091)
H (22.6671, -6.7152, -16.3102)
N (20.0805, -2.2629, -21.0012)
H (23.1435, -9.2250, -16.5901)
H (17.3398, 0.1494, -10.6793)
H (21.0051, -11.1113, -10.7942)
C (19.5498, -0.9675, -22.9866)
H (23.0929, -16.3509, -19.7610)
H (24.5957, -12.7768, -12.0209)
H (22.4059, -12.7218, -15.8073)
H (27.0967, -11.1633, -13.7371)
H (19.2300, -10.0529, -16.9844)
H (18.0789, -2.5126, -18.7152)
C (14.5453, -1.5310, -11.7970)
H (16.9079, -6.5900, -16.4080)
C (14.9242, -9.4331, -9.5379)
H (26.6676, -9.5722, -20.3517)
H (17.6968, -3.1991, -14.4997)
H (17.0432, -5.6228, -12.4192)
H (17.4604, -4.5634, -10.9938)
C (18.6978, -4.1910, -20.6119)
O (26.5596, -7.0051, -20.6827)
O (21.0917, -9.1281, -10.9502)
C (19.1666, -2.5700, -18.6719)
O (26.7027, -10.4001, -14.1658)
C (23.6041, -13.7977, -18.7934)
H (22.3090, -12.9538, -21.0963)
C (25.3836, -8.6889, -19.2671)
H (25.2723, -2.2155, -17.7200)
H (14.6382, -4.1314, -8.8708)
H (25.8044, -9.7813, -12.4305)
C (14.0315, -2.6460, -12.6441)
H (18.5120, -4.6216, -12.4017)
H (24.3161, -12.4910, -17.1872)
H (22.6663, -3.1802, -14.5699)
H (21.9612, -1.7165, -16.0755)
H (14.9000, -4.2725, -11.3916)
H (21.2215, -12.3491, -19.8695)
C (24.6913, -11.4256, -13.3998)
O (25.9941, -9.8410, -19.7226)
H (21.6296, -9.7315, -14.3104)
C (22.5100, -13.4665, -16.5963)
H (20.7088, -5.2033, -19.0754)
H (24.2975, -6.4998, -13.1923)
H (16.1595, 0.6993, -13.3211)
C (20.3560, -1.8199, -15.0164)
H (21.6086, -15.5412, -15.6643)
H (24.2141, -13.2470, -19.5095)
H (21.7078, -10.1754, -16.8673)
H (20.4021, -0.3336, -22.7418)
C (19.3428, -6.0502, -15.8164)
H (15.9870, -4.7763, -8.0229)
C (16.6948, -3.4323, -14.1395)
H (19.6819, -14.6592, -18.8232)
H (24.5358, -11.8075, -14.4089)
H (11.3086, -7.4594, -9.4842)
N (18.4099, -9.9310, -20.7659)
C (25.2866, -7.6705, -20.4731)
N (19.5796, -8.9728, -19.3215)
H (22.9011, -11.9619, -17.9498)
H (18.9453, -0.5202, -15.4681)
H (16.9522, -2.0085, -22.5035)
H (19.1909, -5.6873, -16.8329)
O (17.9748, -10.3864, -18.6949)
H (17.4626, -10.1865, -21.0057)
H (18.7128, -9.4476, -11.7856)
C (13.1656, -8.0008, -10.4521)
H (18.9615, -0.3307, -23.6472)
N (21.0612, -1.2721, -15.9632)
H (12.5771, -5.8856, -7.8098)
C (21.5902, -6.8750, -16.2570)
H (14.5387, -4.6069, -7.1097)
H (18.3864, -5.0021, -19.9537)
C (19.7499, -3.2737, -19.9629)
N (15.1665, -6.8797, -9.6800)
H (24.9139, -1.8831, -13.6760)
C (15.0595, -3.8000, -12.3609)
C (20.9593, -4.2279, -19.4925)
H (20.4815, -14.2079, -15.1777)
C (23.7223, -5.2347, -11.3399)
H (20.0283, -12.4569, -16.3509)
O (22.5599, -4.6991, -11.9068)
H (14.0629, -2.2157, -13.6451)
H (22.9705, -14.3327, -16.1212)
H (14.9930, -8.8408, -12.4322)
H (13.0016, -2.8849, -12.3790)
N (19.7700, -8.5424, -16.2021)
H (16.7765, -3.0212, -20.3659)
C (18.6650, -9.8754, -19.5100)
H (23.7081, -11.0684, -13.0936)
H (21.8627, -15.8011, -20.8817)
H (21.6665, -4.4322, -20.2965)
H (18.7119, -2.5350, -11.5017)
H (19.7890, -8.7043, -18.3706)
H (14.3616, -8.1560, -7.1457)
H (16.5356, -4.4321, -14.5433)
H (17.7598, -6.9348, -13.7760)
H (18.9255, 0.2533, -20.4149)
H (25.4349, -6.6506, -11.9804)
H (19.2232, -4.6847, -21.4294)
H (16.7690, -4.3006, -21.5074)
H (16.3335, -8.0626, -11.6332)
H (21.2722, -6.7135, -17.2870)
O (25.3042, -12.4859, -12.5997)
H (12.9457, -7.3497, -11.2982)
H (20.6831, -0.8303, -19.8342)
H (16.0056, -0.5708, -9.7504)
H (23.4068, -5.9007, -10.5368)
C (18.9794, -1.4966, -21.7087)
H (21.5568, -3.7429, -18.7206)
H (18.9811, -9.2595, -21.2587)
H (26.1514, -2.9881, -15.5597)
H (19.2594, -10.0380, -9.4651)
C (23.3926, -12.8768, -17.6190)
H (19.5319, -1.5605, -18.4833)
O (23.6057, -3.3026, -14.4145)
H (22.7359, -8.2066, -14.3068)
H (24.1152, -14.6687, -18.3833)
C (21.7586, -8.6610, -14.4698)
H (12.7228, -8.9696, -10.6831)
N (19.0862, -1.4228, -15.0374)
C (16.2987, -0.1707, -10.7210)
H (13.9134, -0.6688, -12.0102)
H (24.3870, -9.0280, -18.9846)
C (17.4082, -3.5153, -21.1040)
C (16.5324, -3.5281, -12.5744)
C (24.7245, -5.9226, -12.3721)
H (22.7505, -4.1132, -12.6429)
H (24.2526, -4.4544, -10.7940)
N (21.3780, -14.8772, -18.4013)
N (16.9432, -2.2943, -11.9197)
H (20.6107, -13.6286, -20.8066)
C (22.0886, -9.1542, -16.8552)
H (19.9232, -8.4989, -20.1446)
H (19.2373, -13.3994, -17.6206)
O (24.7480, -2.5073, -16.9706)
H (15.9573, -9.4718, -9.1925)
H (17.5383, 0.2192, -21.4691)
C (18.8195, -7.4932, -15.6377)
H (19.4608, -3.0878, -17.7590)
C (12.3623, -7.5513, -9.2207)
C (25.5491, -10.1471, -13.4250)
C (14.5053, -6.3619, -8.4519)
H (25.9373, -1.3601, -15.9760)
H (24.9411, -9.3044, -13.7543)
H (20.9170, -6.0282, -14.3772)
C (21.1641, -14.0808, -17.1548)
C (16.0352, -1.1024, -11.8844)
C (18.9981, -10.3926, -11.3233)
C (20.7997, -5.8583, -15.4475)
H (15.0444, -7.1141, -12.3344)
H (20.8467, -10.3870, -12.4184)
H (25.9336, -8.4115, -18.3678)
H (14.4237, -9.6225, -8.5883)
C (20.5254, -10.3262, -11.3786)
H (18.6712, -11.2986, -11.8335)
H (21.1214, -8.2032, -13.7133)
H (14.7188, -6.6212, -6.1776)
C (14.7894, -7.1537, -7.1261)
C (13.0133, -6.2615, -8.7352)
H (15.8687, -7.3008, -7.0849)
H (24.9189, -8.2304, -21.3330)
H (24.5557, -6.8827, -20.2906)
O (19.2753, -9.8485, -16.0476)
H (16.0067, -2.8129, -14.7149)
O (25.4985, -4.8613, -12.9581)
C (14.9034, -4.8605, -8.1051)
C (22.7556, -15.4905, -20.3391)
H (23.6951, -1.2401, -14.8746)
H (23.5452, -15.2813, -21.0607)
H (17.5719, -7.8351, -17.4686)
H (25.0063, -4.4307, -13.6609)
H (12.8444, -5.4822, -9.4784)
H (21.2035, -4.8720, -15.6760)
H (18.7590, -5.2943, -15.2913)
C (21.2560, -8.3507, -15.8725)
H (14.3656, -1.8325, -10.7651)
H (14.7214, -10.2249, -10.2590)
H (22.0472, -9.1967, -10.8873)
O (20.8535, -2.6294, -14.2257)
H (16.8391, -6.2879, -10.1483)
H (19.9629, -1.7268, -23.6507)
H (21.9438, -8.8663, -17.8965)
H (18.4748, -8.5381, -13.8105)
O (20.2262, -15.4467, -18.8944)
H (19.4891, -7.2283, -13.4003)
O (16.4677, -6.8504, -9.4647)
H (18.3061, -3.1653, -22.9191)
C (18.2082, -0.4161, -20.8898)
C (24.3440, -2.0673, -14.5867)
H (17.5277, -0.8836, -20.1781)
H (14.7137, -4.6351, -12.9701)
C (14.6473, -8.1109, -10.2717)
H (18.4416, -1.9189, -14.4386)
C (20.1754, -12.9322, -17.3208)
C (22.2699, -14.3684, -19.4618)

- Kohn-Sham gap (Ha) = 0.290
- 2S+1 = 1

[2]
The following is a DFT calculation (wB97M-V/def2-TZVPD) of a cluster of 2 separate species, C5H12O2 in total.

Element x y z (Å)
C (-1.4719, -1.8219, 1.2846)
H (-0.8375, -1.6673, -0.7806)
H (0.4704, -1.5912, 0.3951)
H (1.1728, -0.4127, -1.8292)
C (1.2537, 0.3579, -1.0426)
H (2.1580, 2.6625, -1.5655)
C (-0.5558, -1.2477, 0.1948)
H (-1.1822, -1.4406, 2.2695)
H (-0.4866, 1.3432, -1.8662)
H (-2.5156, -1.5371, 1.1046)
C (0.0520, 1.2009, -0.9167)
H (-1.6788, 0.5886, 0.1889)
C (-0.6292, 0.3117, 0.2172)
O (-0.0883, 0.7568, 1.4397)
H (0.2163, 2.1827, -0.4594)
O (2.1492, 0.3318, -0.2189)
H (2.5206, 2.2311, -1.0842)
H (0.8794, 0.6697, 1.3529)
H (-1.4264, -2.9184, 1.3158)

- Kohn-Sham gap (Ha) = 0.400
- 2S+1 = 1

[3]
The following is a DFT calculation (wB97M-V/def2-TZVPD) of the molecule C4H10N2O in a non-equilibrium geometry.

Element x y z (Å)
H (-1.0761, 2.1855, -1.7088)
H (-1.6742, -0.3581, 1.0712)
H (-2.3431, 1.0695, 0.2579)
C (-0.1960, 1.6155, -1.4596)
C (-1.3804, 0.6387, 0.5887)
H (-0.4443, -2.0681, 1.0427)
C (0.8644, -0.0345, 0.1888)
O (2.3943, -1.8729, 0.4822)
N (0.2542, -2.4897, 0.3328)
H (0.5995, 2.2751, -1.0642)
H (0.6531, -3.3068, 0.8174)
H (-1.0867, 1.3075, 1.3139)
N (-0.4649, 0.4153, -0.5570)
H (1.7372, 0.4956, -0.2746)
H (0.0993, 1.1725, -2.4695)
H (0.8091, 0.4551, 1.2128)
C (1.2546, -1.5002, 0.2252)

- Kohn-Sham gap (Ha) = 0.362
- 2S+1 = 1

The relative energy (zero: lowest compared OMol25 entry of this formula, charge and spin) results, record by record, are as follows: 197.35, 235.18, 250.43 kJ/mol.